[1]
{
  "formula": "C41H58N3O5SV",
  "method": "ωB97M-V/def2-TZVPD",
  "orbital_gap_ha": [0.2218, 0.2514],
  "multiplicity": 4,
  "relative_energy_ev": 0.440,
  "s2": 3.76,
  "charge": -1,
  "largest_force_ha_per_bohr": 0.0252,
  "species": ["V", "C", "N", "C", "C", "C", "N", "C", "C", "C", "C", "C", "C", "C", "O", "C", "C", "C", "C", "C", "C", "C", "C", "C", "C", "C", "C", "C", "C", "C", "O", "C", "C", "C", "C", "C", "C", "C", "C", "H", "H", "H", "H", "H", "H", "H", "H", "H", "H", "H", "H", "H", "H", "H", "H", "H", "H", "H", "H", "H", "H", "H", "H", "H", "H", "H", "H", "H", "H", "H", "H", "H", "H", "H", "H", "H", "H", "H", "H", "H", "H", "H", "H", "H", "H", "H", "H", "H", "H", "H", "H", "H", "H", "O", "C", "N", "S", "O", "O", "C", "C", "C", "C", "C", "C", "H", "H", "H", "H"],
  "coordinates": [[1.1036, 0.8738, -0.4439], [2.4027, 3.8995, -0.3348], [1.8026, 2.9798, -1.2931], [2.6649, 2.8927, -2.4607], [0.4510, 3.4443, -1.6263], [-0.2868, 2.5236, -2.5865], [-0.2171, 1.0869, -2.2290], [0.2965, 0.3049, -3.3883], [0.6504, -1.1181, -3.0857], [-0.0158, -2.1688, -3.7053], [0.3377, -3.4848, -3.4596], [1.3889, -3.6940, -2.5552], [2.0746, -2.6800, -1.9088], [1.6998, -1.3428, -2.1790], [2.2800, -0.3131, -1.6012], [3.1575, -2.9856, -0.8660], [2.6659, -2.5163, 0.5163], [4.4767, -2.2814, -1.2139], [3.4542, -4.4836, -0.7722], [-0.3615, -4.6835, -4.0940], [-0.9779, -5.5648, -2.9976], [0.6516, -5.5158, -4.8934], [-1.4798, -4.2554, -5.0433], [-1.5375, 0.5575, -1.8410], [-1.9911, 0.8808, -0.4419], [-3.0614, 1.7341, -0.1992], [-3.5784, 1.8865, 1.0758], [-3.0399, 1.0645, 2.0738], [-1.9865, 0.1932, 1.8726], [-1.3689, 0.1828, 0.5962], [-0.2453, -0.4726, 0.3476], [-1.4814, -0.7487, 2.9690], [-2.3251, -0.6583, 4.2429], [-0.0287, -0.4257, 3.3460], [-1.5615, -2.1965, 2.4577], [-4.6866, 2.8736, 1.4275], [-5.9038, 2.1309, 1.9946], [-5.1450, 3.6775, 0.2109], [-4.1632, 3.8615, 2.4811], [2.5862, 4.8803, -0.8030], [3.3392, 3.4866, 0.0366], [1.7258, 4.0383, 0.5029], [2.7579, 3.8733, -2.9573], [2.2828, 2.1684, -3.1701], [3.6531, 2.5557, -2.1491], [0.4725, 4.4558, -2.0700], [-0.0991, 3.5060, -0.6834], [0.0996, 2.6510, -3.6008], [-1.3292, 2.8586, -2.6093], [1.1795, 0.8293, -3.7509], [-0.4585, 0.3335, -4.1906], [-0.8245, -1.9250, -4.3853], [1.6716, -4.7170, -2.3415], [2.4689, -1.4446, 0.5250], [3.4194, -2.7195, 1.2813], [1.7395, -3.0309, 0.7817], [4.3449, -1.2045, -1.2766], [4.8560, -2.6459, -2.1737], [5.2211, -2.5019, -0.4449], [2.5865, -5.0534, -0.4321], [4.2542, -4.6352, -0.0446], [3.7858, -4.8914, -1.7302], [-0.2166, -5.9290, -2.3076], [-1.4811, -6.4310, -3.4366], [-1.7066, -4.9959, -2.4178], [1.4606, -5.8743, -4.2570], [1.0946, -4.9137, -5.6890], [0.1648, -6.3847, -5.3457], [-2.2501, -3.6851, -4.5217], [-1.9514, -5.1415, -5.4750], [-1.0960, -3.6441, -5.8621], [-1.4529, -0.5294, -1.9216], [-2.2917, 0.8986, -2.5682], [-3.4909, 2.2689, -1.0399], [-3.4770, 1.1229, 3.0626], [-2.2673, 0.3336, 4.6968], [-1.9455, -1.3786, 4.9712], [-3.3749, -0.8915, 4.0516], [0.0406, 0.5849, 3.7573], [0.6290, -0.5042, 2.4810], [0.3217, -1.1251, 4.1109], [-2.5970, -2.4613, 2.2277], [-1.1928, -2.8848, 3.2237], [-0.9596, -2.3171, 1.5593], [-6.2982, 1.4292, 1.2571], [-6.6955, 2.8366, 2.2613], [-5.6436, 1.5637, 2.8887], [-5.5601, 3.0304, -0.5640], [-4.3205, 4.2463, -0.2219], [-5.9224, 4.3843, 0.5114], [-3.8545, 3.3423, 3.3887], [-4.9365, 4.5878, 2.7486], [-3.2937, 4.3980, 2.0970], [0.1955, 2.3960, 1.5250], [1.2690, 2.0899, 2.0494], [2.1725, 1.3554, 1.4017], [3.5678, 1.1377, 2.2394], [4.6464, 1.8569, 1.6149], [3.8090, -0.2293, 2.6010], [2.9884, 2.0368, 3.6779], [3.6236, 2.2762, 4.8753], [2.9290, 2.9985, 5.8446], [1.6386, 3.4582, 5.6001], [1.0172, 3.2056, 4.3787], [1.7128, 2.4894, 3.4268], [4.6245, 1.9066, 5.0561], [3.3918, 3.2017, 6.8015], [1.1184, 4.0120, 6.3707], [0.0119, 3.5465, 4.1638]],
  "forces_ev_per_angstrom": [[-0.1363, 0.5644, 0.0342], [0.0934, 0.1145, 0.1036], [-0.2240, -0.2196, 0.0044], [0.1579, 0.0271, -0.1282], [-0.0676, -0.0091, 0.0906], [-0.0752, -0.0202, -0.0643], [0.0921, 0.1673, -0.0529], [-0.1799, 0.0156, -0.1311], [-0.0377, 0.0644, -0.0239], [0.0154, 0.0038, 0.0022], [0.1233, 0.0323, 0.1175], [-0.0951, -0.0480, -0.1296], [0.1716, -0.2418, 0.1397], [-0.0132, 0.2934, 0.1415], [0.0897, 0.0224, -0.0129], [-0.1342, 0.0809, 0.0505], [-0.0098, 0.0568, -0.1186], [-0.0214, -0.0211, -0.0858], [0.0122, 0.0104, 0.0548], [0.0119, -0.0177, -0.0061], [-0.0054, 0.0278, -0.0159], [-0.0326, 0.0241, -0.0114], [0.0001, -0.0391, -0.0071], [-0.2700, -0.1105, 0.0704], [-0.2141, 0.1840, -0.5451], [-0.0017, 0.0367, -0.0296], [0.0123, -0.0292, 0.0008], [-0.0616, 0.0083, 0.0194], [0.0439, -0.0704, 0.1835], [0.6792, -0.5859, 0.0896], [-0.4394, 0.0942, 0.1421], [0.0200, 0.0126, -0.0105], [0.0277, 0.0075, -0.0271], [-0.0033, -0.0376, -0.0037], [-0.0064, 0.0316, -0.0145], [0.0126, 0.0097, 0.0183], [0.0005, -0.0014, -0.0113], [-0.0205, 0.0105, 0.0378], [-0.0162, 0.0031, -0.0280], [0.0156, -0.0455, 0.0218], [0.0340, 0.0330, -0.0249], [-0.0326, 0.0434, 0.0538], [0.0086, -0.0266, 0.0185], [0.0594, -0.0025, -0.0012], [-0.0186, 0.0033, 0.0026], [0.0680, -0.0223, 0.0193], [-0.0025, -0.0110, -0.0261], [0.0169, 0.0050, 0.0070], [0.0076, -0.0632, -0.0180], [0.0148, -0.1013, -0.0214], [0.0313, 0.0091, 0.0106], [-0.0141, -0.0057, -0.0142], [-0.0201, 0.0031, -0.0055], [0.0135, -0.1252, -0.0106], [0.0001, -0.0196, -0.0117], [-0.0075, -0.0044, 0.0218], [-0.0336, 0.0055, 0.0083], [0.0173, 0.0099, 0.0029], [0.0289, 0.0020, 0.0150], [-0.0079, 0.0025, -0.0050], [0.0090, -0.0221, 0.0049], [0.0203, -0.0203, -0.0084], [0.0110, -0.0047, 0.0119], [-0.0095, -0.0144, -0.0119], [-0.0074, 0.0021, 0.0118], [0.0178, -0.0053, 0.0181], [0.0089, 0.0019, -0.0110], [-0.0085, -0.0121, -0.0069], [-0.0115, 0.0104, 0.0124], [-0.0119, 0.0015, -0.0134], [0.0047, 0.0087, -0.0152], [-0.0287, 0.0489, 0.0377], [0.0218, -0.0321, 0.0166], [0.0006, 0.0028, -0.0188], [-0.0049, -0.0161, 0.0268], [-0.0040, 0.0237, 0.0133], [-0.0059, -0.0046, 0.0055], [-0.0186, -0.0049, 0.0021], [-0.0632, -0.0992, 0.0221], [-0.0736, -0.0307, 0.0700], [-0.0032, -0.0078, 0.0217], [-0.0063, -0.0054, -0.0008], [0.0053, -0.0048, 0.0134], [0.0167, 0.0059, -0.0268], [-0.0082, -0.0042, 0.0011], [-0.0215, 0.0151, 0.0026], [0.0078, -0.0095, 0.0062], [-0.0033, -0.0104, -0.0101], [0.0156, 0.0114, -0.0126], [-0.0085, 0.0078, -0.0097], [0.0012, -0.0168, 0.0219], [-0.0060, 0.0144, 0.0042], [0.0032, 0.0148, -0.0038], [-0.0136, 0.1900, -0.0771], [-0.1094, 0.0817, 0.1582], [1.1031, -0.6738, 0.0780], [-0.6648, 0.3487, 0.1995], [0.0868, 0.0863, -0.0713], [-0.0656, -0.0248, -0.0524], [0.1914, -0.1254, -0.1673], [0.0887, 0.0262, 0.1892], [0.0272, -0.0753, -0.1162], [-0.0338, -0.0599, -0.1731], [-0.0806, 0.1404, 0.1644], [-0.0545, 0.0901, -0.2243], [0.0024, 0.0148, 0.0247], [0.0391, -0.0131, 0.0011], [-0.0322, 0.0083, -0.0126], [-0.0007, 0.0004, 0.0178]]
}

[2]
{
  "formula": "C41H59BF2N8O4ScSi",
  "method": "ωB97M-V/def2-TZVPD",
  "orbital_gap_ha": 0.2309,
  "relative_energy_ev": 3.770,
  "charge": -1,
  "largest_force_ha_per_bohr": 0.0149,
  "species": ["Sc", "C", "C", "C", "C", "N", "N", "B", "N", "N", "C", "C", "C", "C", "C", "C", "C", "C", "N", "N", "C", "C", "C", "C", "C", "C", "C", "C", "C", "C", "C", "C", "H", "H", "H", "H", "H", "H", "H", "H", "H", "H", "H", "H", "H", "H", "H", "H", "H", "H", "H", "H", "H", "H", "H", "H", "H", "H", "H", "H", "H", "H", "H", "H", "H", "H", "H", "H", "H", "H", "H", "H", "C", "Si", "C", "C", "N", "C", "C", "C", "C", "C", "C", "O", "C", "C", "C", "C", "C", "C", "H", "H", "H", "H", "H", "H", "H", "H", "H", "H", "H", "H", "H", "H", "H", "H", "H", "H", "F", "C", "F", "H", "O", "N", "O", "O", "C"],
  "coordinates": [[0.0241, -0.0018, 0.0950], [0.8175, -4.7494, 2.4712], [1.4652, -3.5871, 1.7961], [2.5816, -3.5712, 0.9893], [2.7150, -2.2454, 0.5528], [1.7342, -1.5023, 1.0620], [0.9837, -2.3309, 1.8525], [-0.1149, -1.8683, 2.8417], [0.2231, -0.4843, 3.4496], [0.9482, 0.4818, 2.8144], [1.2108, 1.4103, 3.7292], [0.6240, 1.0625, 4.9607], [0.0096, -0.1462, 4.7428], [-0.7714, -0.9519, 5.7280], [2.1106, 2.6043, 3.5126], [3.5086, 2.2426, 4.0422], [1.5738, 3.8100, 4.2923], [2.2122, 2.9672, 2.0435], [-1.5190, -1.9449, 2.1854], [-1.7939, -1.4400, 0.9454], [-2.9989, -1.8936, 0.6063], [-3.5130, -2.6907, 1.6439], [-2.5413, -2.7179, 2.6128], [-2.5678, -3.4957, 3.8900], [-3.6969, -1.7270, -0.7282], [-2.8652, -0.9660, -1.7457], [-3.9605, -3.1385, -1.2822], [-5.0444, -1.0125, -0.5341], [3.8482, -1.6607, -0.2688], [5.0089, -2.6571, -0.2993], [4.3244, -0.3683, 0.4056], [3.4212, -1.3736, -1.7150], [1.3623, -5.6587, 2.2219], [-0.2142, -4.8589, 2.1272], [0.8053, -4.6360, 3.5563], [3.1989, -4.4187, 0.7408], [-0.1342, -2.6463, 3.7540], [0.6632, 1.5982, 5.8961], [-0.6508, -0.5094, 6.7161], [-0.4388, -1.9893, 5.7665], [-1.8363, -0.9484, 5.4856], [3.4687, 1.9860, 5.1041], [4.1936, 3.0867, 3.9142], [3.9079, 1.3835, 3.4975], [1.5982, 3.6376, 5.3711], [0.5433, 4.0330, 4.0049], [2.1892, 4.6873, 4.0792], [2.6825, 2.1596, 1.4853], [2.8147, 3.8714, 1.9195], [1.2313, 3.1464, 1.6088], [-4.4549, -3.2155, 1.6671], [-3.5212, -4.0192, 3.9549], [-2.4674, -2.8603, 4.7680], [-1.7662, -4.2350, 3.9269], [-2.0225, -1.5594, -2.0879], [-2.4851, -0.0149, -1.3666], [-3.4769, -0.7212, -2.6174], [-3.0286, -3.7055, -1.3258], [-4.3712, -3.0609, -2.2925], [-4.6727, -3.6914, -0.6638], [-4.9042, 0.0641, -0.4039], [-5.5847, -1.3976, 0.3342], [-5.6679, -1.1557, -1.4206], [5.3226, -2.9391, 0.7091], [5.8605, -2.2018, -0.8112], [4.7367, -3.5638, -0.8454], [4.7206, -0.5804, 1.4033], [3.4993, 0.3313, 0.5176], [5.1118, 0.1017, -0.1913], [3.0768, -2.2873, -2.2057], [4.2721, -0.9759, -2.2775], [2.6091, -0.6551, -1.7686], [-1.5429, 4.8515, -0.7758], [-2.4553, 3.2245, -0.8991], [-2.8202, 1.5358, 1.4240], [-4.2913, 3.5742, -0.7270], [-1.9910, 2.0327, -1.9395], [-2.0575, 2.2065, -3.2989], [-2.4671, 3.4199, -3.9179], [-2.5582, 3.6052, -5.2876], [-2.2625, 2.5596, -6.1482], [-1.8747, 1.3463, -5.5938], [-1.7541, 1.1741, -4.2259], [-1.4435, -0.0691, -3.7093], [-0.5918, -0.8893, -4.3979], [0.6416, -0.4601, -4.8719], [1.4789, -1.3593, -5.5111], [1.1010, -2.6886, -5.6792], [-0.1303, -3.1073, -5.1978], [-0.9794, -2.2090, -4.5651], [-1.7264, 5.3306, 0.1895], [-1.8448, 5.5455, -1.5651], [-0.4698, 4.6728, -0.8824], [-3.3402, 1.8315, 2.3281], [-0.9344, 1.9307, 2.2536], [-3.3955, 0.9061, 0.7549], [-4.4949, 4.3119, 0.0547], [-4.8517, 2.6620, -0.4996], [-4.6841, 3.9607, -1.6724], [-2.7140, 4.2563, -3.2710], [-2.8679, 4.5688, -5.6774], [-2.3347, 2.6710, -7.2229], [-1.6580, 0.5052, -6.2431], [0.9373, 0.5661, -4.7188], [2.4405, -1.0187, -5.8773], [1.7616, -3.3873, -6.1773], [-0.4383, -4.1395, -5.3134], [-1.9440, -2.5243, -4.1849], [0.8055, 2.8027, -0.6184], [1.4616, 1.5566, -0.7771], [1.4305, 1.3454, -2.1602], [2.5058, 1.8033, -0.5869], [-0.3652, -3.3003, -0.8734], [0.2769, -2.6420, -1.6368], [0.3032, -1.3456, -1.3816], [-2.1807, 2.6667, 0.7682], [-1.3436, 1.5028, 1.3444]],
  "forces_ev_per_angstrom": [[0.5250, -0.3034, 0.4700], [0.0095, 0.0547, -0.0164], [0.0511, 0.0292, -0.0171], [0.0071, -0.0537, -0.0535], [0.1000, 0.0326, 0.0129], [-0.5142, 0.0007, -0.0659], [0.0018, 0.0140, 0.0107], [0.0188, 0.0784, -0.0497], [-0.0482, -0.0565, -0.0430], [-0.0463, 0.0100, 0.1640], [-0.0613, -0.0228, 0.0945], [0.0640, 0.0463, 0.0053], [0.0352, 0.0263, 0.0079], [0.0166, 0.0135, -0.0606], [0.0665, -0.0180, 0.0388], [-0.0200, 0.0065, 0.0098], [-0.0240, -0.0256, 0.0233], [-0.0200, -0.0156, -0.0513], [0.0820, -0.0865, 0.0382], [0.0881, 0.0078, 0.1227], [-0.0391, -0.0985, -0.0581], [-0.0406, -0.0016, -0.0120], [-0.0489, 0.0217, -0.0145], [0.0284, 0.0242, -0.0321], [-0.0107, 0.0334, -0.0054], [-0.1495, -0.3456, 0.4065], [-0.0121, -0.0122, 0.0590], [0.0175, 0.0081, 0.0617], [-0.0695, 0.0449, -0.0667], [0.0426, -0.0211, -0.0166], [0.0152, -0.0651, 0.0337], [0.0132, -0.0508, 0.0415], [-0.0119, -0.0037, -0.0072], [0.0319, -0.0096, 0.0212], [-0.0021, -0.0063, -0.0088], [-0.0007, 0.0516, 0.0209], [-0.0186, 0.0170, -0.0649], [-0.0073, -0.0082, -0.0535], [-0.0142, -0.0038, 0.0056], [0.0003, 0.0240, 0.0000], [0.0189, -0.0069, -0.0004], [0.0131, 0.0043, -0.0331], [-0.0221, -0.0296, -0.0016], [-0.0087, 0.0406, 0.0165], [-0.0202, 0.0012, -0.0332], [0.0408, 0.0132, -0.0086], [-0.0142, -0.0037, 0.0182], [-0.0185, 0.0113, -0.0092], [0.0106, -0.0382, -0.0127], [-0.0040, 0.0324, -0.0231], [0.0335, 0.0289, -0.0119], [0.0040, -0.0052, 0.0028], [-0.0057, -0.0171, -0.0151], [-0.0200, 0.0137, -0.0004], [-0.1160, -0.0135, 0.1421], [-0.1023, -0.0256, -0.0747], [0.0039, -0.0273, 0.0753], [-0.0124, 0.0118, -0.0183], [-0.0080, 0.0027, 0.0133], [0.0116, 0.0010, -0.0236], [-0.0261, -0.0578, 0.0051], [-0.0223, -0.0017, -0.0386], [0.0308, 0.0345, 0.0095], [0.0006, 0.0165, -0.0301], [-0.0106, -0.0254, 0.0064], [0.0128, 0.0227, 0.0259], [-0.0111, 0.0171, -0.0324], [0.0233, -0.0044, 0.0156], [-0.0322, -0.0134, 0.0165], [-0.0104, 0.0358, 0.0100], [-0.0019, -0.0218, 0.0329], [-0.0015, 0.0081, -0.0232], [0.2061, 0.0147, -0.0911], [-0.0175, 0.1576, 0.2398], [0.3125, -0.0638, -0.2508], [-0.1330, -0.0263, -0.0891], [0.1524, 0.0679, -0.3619], [-0.0958, 0.0788, 0.1760], [0.0822, -0.0904, 0.1048], [-0.0027, -0.0776, 0.0148], [-0.0031, 0.0616, -0.0028], [0.0392, -0.0693, -0.0436], [-0.0580, 0.0976, -0.0690], [0.4788, 0.1965, -0.2672], [-0.0634, 0.0236, -0.0275], [0.0561, 0.0075, 0.0303], [-0.0324, -0.0412, -0.0052], [-0.0468, 0.0565, 0.0267], [0.0249, 0.0217, -0.0234], [-0.0710, -0.1476, -0.0319], [-0.0249, -0.0109, -0.0211], [-0.0264, -0.0336, 0.0423], [-0.1001, 0.0490, 0.0227], [0.0106, 0.0888, 0.0225], [0.1399, 0.1073, 0.0480], [0.0722, 0.0409, -0.0489], [0.0150, -0.0224, -0.0272], [0.0342, 0.0376, -0.0140], [0.0094, -0.0072, 0.0464], [0.0158, 0.0117, -0.0332], [0.0040, -0.0119, 0.0172], [-0.0044, 0.0071, 0.0255], [0.0193, 0.0064, 0.0432], [0.0219, 0.1139, 0.0360], [-0.0060, -0.0100, 0.0276], [0.0001, 0.0069, 0.0160], [0.0075, 0.0076, 0.0098], [0.0423, 0.0183, -0.0205], [0.0450, 0.0613, -0.0093], [-0.4066, 0.2675, -0.2628], [-0.0232, -0.0204, -0.2466], [0.1719, -0.1237, 0.1868], [-0.1770, -0.1101, 0.2181], [0.3890, 0.3487, -0.2903], [-0.3962, -0.2197, -0.0068], [-0.1758, 0.0787, 0.1889], [-0.2771, -0.2901, -0.2500]]
}